Below is a molecular structure, C15H9AsClIIrNO7S in a non-equilibrium geometry, with properties calculated with ωB97M-V with the def2-TZVPD basis set.

The calculation puts the HOMO-LUMO gap (alpha / beta) at 5.68 / 5.77 eV.

Geometry as ORCA input:
```
! RIJCOSX wB97M-V def2-TZVPD def2/J DEFGRID3
* xyz 0 1
Ir 0.256 -0.240 1.221
O -1.138 2.282 2.732
As -1.360 2.458 1.002
O -2.808 3.159 0.842
O -1.364 0.916 0.332
C 0.004 3.570 0.137
C -0.488 4.687 -0.530
C 0.362 5.491 -1.272
C 1.710 5.179 -1.366
C 2.196 4.054 -0.722
C 1.344 3.264 0.029
S 2.046 1.841 0.849
O 3.424 2.125 1.110
O 1.227 1.569 2.047
O 1.840 0.686 -0.089
H -1.954 2.574 3.150
H -1.549 4.905 -0.462
H -0.031 6.352 -1.790
H 2.376 5.804 -1.941
H 3.233 3.765 -0.773
Cl -1.096 -6.858 -1.108
C -0.774 -5.481 -0.135
C -0.561 -5.627 1.221
C -0.288 -4.521 2.017
I 0.074 -4.705 4.065
C -0.218 -3.215 1.496
O 0.022 -2.187 2.209
C -0.422 -3.084 0.077
N -0.307 -1.839 -0.412
C -0.479 -1.628 -1.696
C -0.762 -2.672 -2.588
C -0.872 -3.958 -2.119
C -0.706 -4.202 -0.744
H -0.601 -6.608 1.667
H -0.392 -0.606 -2.031
H -0.874 -2.465 -3.640
H -1.071 -4.784 -2.786
*
```